12
Properties=species:S:1:pos:R:3 method="wB97M-V/def2-TZVPD" e_homo_ev="-20.4 / -20.4" gap_ev="7.754 / 7.755" total_charge=+2 multiplicity=1 e_above_lowest_kcal_mol=170.01 e_lumo_ha="-0.4655 / -0.4655" e_tot_ev=-7197.226
C 1.5431 -0.5061 0.1306
C 0.3562 1.1762 0.1342
C -1.9156 0.2106 0.1279
C 0.2241 -1.0917 0.0587
N 1.6079 0.8413 0.2052
N -0.6084 0.0840 0.1497
H 2.5356 -0.9718 -0.2531
H 0.9885 3.2701 -0.6812
H -2.5475 -0.7146 -0.0080
H -2.3240 1.2245 0.1136
H -0.0330 -1.7402 -0.8618
H 0.1732 -1.7824 0.8841